one | {"formula": "C8H14", "method": "wB97M-V/def2-TZVPD", "species": ["C", "C", "C", "C", "C", "C", "C", "C", "H", "H", "H", "H", "H", "H", "H", "H", "H", "H", "H", "H", "H", "H"], "positions_angstrom": [[-1.85, 1.32, 0.95], [-1.56, -0.09, 1.49], [-0.29, -0.71, 0.99], [-0.02, -0.50, -0.46], [1.05, 0.17, -0.96], [2.38, 0.36, -0.31], [3.58, -0.06, -0.81], [-1.12, -0.87, -1.44], [-0.91, 1.81, 0.66], [-2.42, 1.42, 0.03], [-2.32, 1.89, 1.77], [-1.68, -0.01, 2.57], [-2.46, -0.69, 1.39], [-0.23, -1.82, 1.26], [0.66, -0.41, 1.50], [1.06, 0.09, -2.07], [2.42, 1.20, 0.34], [3.81, -0.93, -1.42], [4.43, 0.64, -0.62], [-0.99, -1.74, -2.07], [-1.47, 0.10, -1.83], [-2.05, -1.16, -0.94]], "lowdin_charge": [-0.12, -0.30, -0.24, -0.40, -0.16, -0.33, -0.16, -0.11, 0.07, 0.06, 0.06, 0.08, 0.09, 0.11, 0.10, 0.07, 0.04, -0.01, 0.00, 0.05, 0.07, 0.05], "homo_energy_ha": [0.02292, -0.11903], "multiplicity": 2, "total_charge": -1, "lumo_ev": [4.01, 3.89]}



two | {"formula": "C8H14", "method": "wB97M-V/def2-TZVPD", "species": ["C", "C", "C", "C", "C", "C", "C", "C", "H", "H", "H", "H", "H", "H", "H", "H", "H", "H", "H", "H", "H", "H"], "positions_angstrom": [[-3.04, 0.43, -0.13], [-1.62, -0.07, -0.22], [-0.57, 0.95, 0.10], [-0.53, 1.74, 1.14], [0.57, 0.94, -0.87], [1.39, -0.25, -0.74], [1.67, -0.89, 0.36], [2.55, -2.09, 0.30], [-3.19, 1.51, -0.01], [-3.58, 0.14, -0.99], [-3.41, -0.07, 0.73], [-1.36, -0.51, -1.26], [-1.35, -1.02, 0.36], [0.35, 2.32, 1.43], [-1.21, 1.85, 1.96], [1.04, 2.00, -0.78], [0.44, 1.25, -1.96], [1.78, -0.52, -1.69], [1.39, -0.45, 1.39], [3.35, -1.98, -0.47], [3.26, -2.15, 1.21], [2.07, -3.11, 0.14]], "lowdin_charge": [-0.12, -0.28, -0.43, -0.03, -0.33, -0.21, -0.22, -0.18, 0.07, 0.04, 0.03, 0.11, 0.07, 0.02, 0.00, 0.06, 0.06, 0.06, 0.09, 0.06, 0.07, 0.07], "homo_energy_ha": [0.05335, -0.17525], "multiplicity": 2, "total_charge": -1, "lumo_ev": [3.99, 4.00]}



three | {"formula": "C8H14", "method": "wB97M-V/def2-TZVPD", "species": ["C", "C", "C", "C", "C", "C", "C", "C", "H", "H", "H", "H", "H", "H", "H", "H", "H", "H", "H", "H", "H", "H"], "positions_angstrom": [[-1.19, -2.71, -2.40], [-0.25, -1.65, -1.91], [-1.12, -0.44, -1.27], [-0.11, 0.54, -0.51], [1.45, 2.67, 3.56], [1.21, 1.50, 2.93], [0.89, 1.47, 1.49], [0.14, 0.45, 0.93], [-1.36, -3.53, -1.73], [-0.81, -3.15, -3.36], [-2.18, -2.15, -2.66], [0.38, -1.10, -2.83], [0.57, -1.97, -1.14], [-1.68, 0.16, -2.06], [-1.77, -0.91, -0.65], [-0.38, 1.45, -0.92], [0.92, 0.38, -0.96], [1.75, 3.63, 3.10], [1.42, 2.94, 4.60], [1.21, 0.60, 3.49], [1.06, 2.33, 0.96], [-0.15, -0.50, 1.34]], "lowdin_charge": [-0.18, -0.30, -0.20, -0.31, -0.17, -0.29, -0.21, -0.24, 0.05, 0.06, 0.10, 0.14, 0.12, 0.11, 0.04, 0.06, 0.09, 0.01, -0.03, 0.06, 0.05, 0.06], "homo_energy_ha": [0.02357, -0.09229], "multiplicity": 2, "total_charge": -1, "lumo_ev": [3.57, 3.56]}



Result of the stability comparison: two is the least stable of them.



one | {"formula": "C9H11N", "method": "wB97M-V/def2-TZVPD", "species": ["C", "C", "C", "C", "C", "C", "C", "C", "C", "N", "H", "H", "H", "H", "H", "H", "H", "H", "H", "H", "H"], "positions_angstrom": [[-2.72, -0.31, -0.06], [-0.33, -0.39, 1.13], [0.56, 0.62, -0.73], [-2.91, -0.08, -1.42], [-1.31, -0.22, 0.22], [-0.69, 0.20, -1.02], [0.94, 0.08, 0.55], [1.85, -1.17, 0.22], [1.62, 0.98, 1.55], [-1.70, 0.25, -2.07], [-3.41, -0.22, 0.79], [-0.52, -0.65, 2.20], [2.17, 1.47, -2.08], [-3.81, -0.27, -2.03], [2.54, -0.89, -0.72], [1.18, -2.00, 0.02], [2.53, -1.51, 1.12], [2.19, 1.72, 0.85], [2.36, 0.57, 2.29], [0.89, 1.55, 2.19], [-1.43, 0.28, -3.01]], "lowdin_charge": [-0.04, -0.01, 0.03, -0.08, -0.21, -0.20, -0.64, -0.04, -0.06, 0.08, 0.11, 0.14, 0.14, 0.12, 0.10, 0.07, 0.10, 0.10, 0.08, 0.09, 0.11], "homo_energy_ha": [-0.26986, -0.26769], "lumo_ev": [-0.18, -0.41]}



two | {"formula": "C9H11N", "method": "wB97M-V/def2-TZVPD", "species": ["C", "C", "C", "C", "C", "C", "C", "C", "C", "N", "H", "H", "H", "H", "H", "H", "H", "H", "H", "H", "H"], "positions_angstrom": [[-0.93, 1.47, -0.81], [-0.02, 0.61, -0.85], [-2.32, -0.64, 0.15], [-2.53, 0.58, 0.72], [1.21, 0.25, -1.54], [-2.21, -1.79, -0.24], [1.09, -0.07, -0.04], [0.84, -1.55, 0.40], [1.75, 0.67, 1.13], [-1.88, 1.61, 0.22], [-1.23, 1.77, -1.79], [1.13, -0.48, -2.33], [1.74, 1.17, -1.74], [-2.29, -2.92, -0.04], [0.15, -1.41, 1.31], [1.68, -2.08, 0.80], [0.24, -2.08, -0.45], [2.88, 0.57, 1.21], [1.38, 0.07, 1.94], [1.35, 1.68, 1.34], [-2.03, 2.56, 0.61]], "lowdin_charge": [-0.12, -0.20, -0.22, -0.07, -0.02, 0.07, -0.40, -0.06, -0.04, -0.01, 0.13, 0.11, 0.11, 0.09, 0.09, 0.06, 0.09, 0.11, 0.05, 0.09, 0.15], "homo_energy_ha": -0.29548, "lumo_ev": 0.38}



Result of the stability comparison: one is the least stable of them.



one | {"formula": "C3H4ClNS", "method": "wB97M-V/def2-TZVPD", "species": ["C", "C", "C", "N", "S", "Cl", "H", "H", "H", "H"], "positions_angstrom": [[-0.85, 0.37, 1.74], [-0.27, 0.76, -2.35], [1.03, -0.88, 0.97], [0.02, -0.47, 1.57], [-1.41, 0.69, -1.18], [-1.81, 0.38, 3.04], [0.06, -0.18, -2.71], [0.15, 1.68, -2.73], [2.12, -0.44, 1.20], [0.96, -1.91, 0.44]], "lowdin_charge": [-0.75, -0.54, -0.06, -0.15, 0.61, 0.70, -0.03, 0.00, 0.12, 0.10], "homo_energy_ha": -0.30237, "lumo_ev": -0.07}



two | {"formula": "C3H4ClNS", "method": "wB97M-V/def2-TZVPD", "species": ["N", "C", "S", "C", "C", "Cl", "H", "H", "H", "H"], "positions_angstrom": [[1.63, 0.93, -0.10], [0.84, -0.13, 0.03], [1.48, -1.65, 0.03], [-0.66, 0.17, 0.13], [-1.60, -0.78, -0.06], [-3.32, -0.56, -0.01], [2.59, 0.74, -0.17], [1.19, 1.85, -0.02], [-0.91, 1.23, 0.44], [-1.24, -1.80, -0.26]], "lowdin_charge": [0.07, -0.89, 0.62, -0.18, -0.58, 0.61, 0.08, 0.11, 0.12, 0.05], "homo_energy_ha": -0.31573, "smiles": "NC(=S)/C=C/Cl", "lumo_ev": -0.02}



three | {"formula": "C3H4ClNS", "method": "wB97M-V/def2-TZVPD", "species": ["C", "C", "C", "N", "S", "Cl", "H", "H", "H", "H"], "positions_angstrom": [[-0.72, 0.70, 0.43], [-0.99, -0.77, 0.31], [1.27, 0.23, -0.23], [0.43, 1.18, 0.19], [0.61, -1.53, 0.02], [2.99, 0.40, 0.00], [-1.43, 1.26, 0.83], [-1.55, -1.35, 1.03], [-1.60, -0.79, -0.58], [0.99, 0.67, -2.00]], "lowdin_charge": [-0.19, -0.47, -1.10, -0.04, 0.82, 0.59, 0.07, 0.08, 0.08, 0.17], "homo_energy_ha": [-0.31206, -0.31203], "lumo_ev": [-0.43, -0.43]}



Result of the stability comparison: one is the least stable of them.